Entry from the Open Molecules 2025 dataset: a gas-phase ion, C5H9N2OS (charge +1) in a non-equilibrium geometry (ωB97M-V/def2-TZVPD).

Each line ends with the Mulliken charge.
Cartesian coordinates (Å):
C1 -1.426 0.262 1.026  -0.799
N1 -0.373 0.079 0.034  0.153
C2 -0.950 -0.114 -1.339  -0.804
C3 0.441 -1.069 0.485  -0.652
C4 1.937 -0.688 0.199  0.503
O1 2.934 -1.344 0.075  -0.508
N2 1.863 0.622 -0.101  -0.019
C5 0.609 1.250 0.019  0.092
S1 0.041 2.732 -0.050  -0.107
H1 -2.211 -0.527 0.708  0.307
H2 -0.873 0.157 2.080  0.327
H3 -1.991 1.162 0.897  0.418
H4 -1.921 -0.763 -1.393  0.331
H5 -1.213 0.837 -1.620  0.453
H6 -0.191 -0.436 -2.135  0.336
H7 0.342 -2.080 0.118  0.360
H8 0.427 -1.331 1.492  0.362
H9 2.554 1.251 -0.493  0.245

frontier orbital gap: 9.2 eV
LUMO: -5.0 eV
charge: +1
molar mass: 145.2 g/mol
electronic energy: -778.54717 Ha

***

Entry from the Open Molecules 2025 dataset: a gas-phase ion, C5H9N2S (charge +1) in a non-equilibrium geometry (ωB97M-V/def2-TZVPD).

Each line ends with the Mulliken charge.
Cartesian coordinates (Å):
C1 -0.827 -2.404 -0.480  -0.145
C2 0.450 -1.368 1.202  0.048
C3 -0.986 1.508 0.375  -1.433
C4 1.059 1.032 -1.073  -1.358
C5 0.296 0.840 0.196  0.546
N1 -0.665 -1.152 -0.715  -0.752
N2 0.088 -0.615 0.248  0.749
S1 -0.130 -2.955 1.011  0.026
H1 -1.237 -3.124 -1.197  0.427
H2 1.107 -1.079 1.936  0.435
H3 -1.729 1.296 -0.324  0.408
H4 -0.765 2.662 0.433  0.345
H5 -1.367 1.218 1.349  0.414
H6 0.655 0.389 -1.868  0.365
H7 2.020 0.633 -0.848  0.396
H8 1.083 2.053 -1.218  0.420
H9 0.947 1.067 0.973  0.107

frontier orbital gap: 11.3 eV
LUMO: -4.6 eV
charge: +1
molar mass: 129.2 g/mol
electronic energy: -703.32413 Ha

***

Entry from the Open Molecules 2025 dataset: a molecular structure, C5H9N3 in a non-equilibrium geometry (ωB97M-V/def2-TZVPD).

Each line ends with the Mulliken charge.
Cartesian coordinates (Å):
C1 -0.544 -1.275 -0.691  -1.134
C2 -0.435 0.242 -0.287  0.611
C3 -0.221 0.016 1.671  -0.785
C4 0.749 0.625 0.645  0.147
C5 0.220 0.895 -1.544  -0.198
H1 0.224 -2.096 -0.875  0.255
H2 -1.167 -1.320 -1.871  0.232
H3 -1.206 -1.782 0.096  0.347
H4 -1.791 1.542 0.984  0.269
H5 -0.069 0.273 2.760  0.347
H6 -0.363 -1.131 1.797  0.243
H7 0.656 1.770 0.653  0.327
H8 2.884 -0.156 -0.205  0.343
H9 -0.480 1.093 -2.530  0.288
N1 -1.467 0.591 0.919  -0.525
N2 1.629 0.031 -0.147  -0.285
N3 1.381 0.683 -1.376  -0.482

frontier orbital gap: 9.7 eV
LUMO: 1.0 eV
charge: 0
molar mass: 111.1 g/mol
electronic energy: -359.87961 Ha

***

Entry from the Open Molecules 2025 dataset: 2 unconnected molecules or ions with the total composition C5H9N3 in a non-equilibrium geometry (ωB97M-V/def2-TZVPD).

Each line ends with the Mulliken charge.
Cartesian coordinates (Å):
C1 1.004 0.658 -0.469  -1.129
C2 -0.051 -0.202 -0.298  0.733
C3 -0.241 -1.463 -1.035  -0.806
N1 -1.148 0.242 0.388  0.611
C4 -1.333 1.587 0.580  -0.143
C5 -2.518 1.636 1.326  -0.672
N2 -3.093 0.390 1.329  -0.444
N3 -2.288 -0.394 0.648  -0.577
H1 1.149 1.579 0.104  0.229
H2 1.821 0.355 -0.966  0.368
H3 0.596 -1.510 -1.776  0.330
H4 -1.257 -1.504 -1.572  0.313
H5 -0.159 -2.399 -0.607  0.329
H6 -0.543 2.238 0.190  0.327
H7 -2.945 2.422 1.792  0.498
H8 1.277 -1.336 1.053  -0.229
H9 1.248 -1.570 1.755  0.263

frontier orbital gap: 9.6 eV
LUMO: 0.2 eV
charge: 0
molar mass: 111.1 g/mol
electronic energy: -360.04860 Ha

***

Entry from the Open Molecules 2025 dataset: a molecular structure, C5H9N3 in a non-equilibrium geometry (ωB97M-V/def2-TZVPD).

Each line ends with the Mulliken charge.
Cartesian coordinates (Å):
C1 1.595 0.847 0.535  -0.616
C2 0.341 1.104 1.451  -0.326
C3 -1.977 -0.451 -0.173  -0.105
C4 0.183 -0.601 -1.474  -0.511
C5 0.610 -0.372 -0.145  -0.283
H1 1.758 1.576 -0.248  0.258
H2 2.689 0.538 0.922  0.301
H3 0.245 2.077 2.118  0.279
H4 0.563 0.414 2.367  0.172
H5 -2.781 -1.122 0.138  0.349
H6 -1.897 -1.581 -2.133  0.327
H7 0.944 -1.478 -1.592  0.242
H8 0.445 0.195 -2.060  0.332
H9 0.573 -1.178 0.473  0.430
N1 -0.389 0.652 0.386  0.420
N2 -1.753 0.528 0.614  -0.917
N3 -1.147 -1.148 -1.178  -0.353

frontier orbital gap: 8.4 eV
LUMO: 0.7 eV
charge: 0
molar mass: 111.1 g/mol
electronic energy: -359.94378 Ha

***

Entry from the Open Molecules 2025 dataset: a molecular structure, C5H9N3 in a non-equilibrium geometry (ωB97M-V/def2-TZVPD).

Each line ends with the Mulliken charge.
Cartesian coordinates (Å):
C1 0.029 0.261 1.190  -0.817
C2 0.529 -2.180 0.463  -0.825
C3 0.881 1.269 -1.238  -0.935
N1 -0.137 -0.905 0.287  0.148
C4 -0.541 1.218 0.159  0.564
N2 -1.327 2.193 0.350  -0.654
C5 -1.306 -0.604 -0.445  0.286
N3 -2.277 -1.000 -0.991  -0.581
H1 -1.625 2.615 -0.533  0.298
H2 -0.632 0.193 2.062  0.301
H3 1.059 0.453 1.494  0.374
H4 0.492 -2.727 -0.482  0.311
H5 1.568 -2.021 0.760  0.285
H6 0.789 2.336 -1.407  0.390
H7 0.665 0.714 -2.145  0.268
H8 1.802 0.968 -0.752  0.273
H9 0.029 -2.783 1.228  0.313

frontier orbital gap: 8.7 eV
LUMO: -0.4 eV
charge: 0
molar mass: 111.1 g/mol
electronic energy: -360.02083 Ha

***

Entry from the Open Molecules 2025 dataset: a molecular structure, C5H9N3 in a non-equilibrium geometry (ωB97M-V/def2-TZVPD).

Each line ends with the Mulliken charge.
Cartesian coordinates (Å):
C1 0.132 1.503 0.727  -1.416
C2 0.063 0.375 -0.330  1.027
C3 1.381 -1.121 0.094  -0.563
C4 -0.211 -1.118 -0.041  -0.144
C5 -1.324 0.668 -0.846  -0.707
H1 0.252 2.427 0.188  0.374
H2 0.992 1.316 1.390  0.359
H3 -0.829 1.696 1.303  0.348
H4 2.068 0.617 -0.627  0.320
H5 1.955 -0.887 1.035  0.242
H6 1.942 -2.085 -0.202  0.269
H7 -0.364 -1.420 -1.059  0.425
H8 -1.922 -2.044 0.560  0.296
H9 -1.705 1.435 -1.467  0.475
N1 1.354 -0.029 -0.900  -0.546
N2 -1.575 -1.101 0.514  -0.283
N3 -2.210 -0.231 -0.338  -0.474

frontier orbital gap: 9.7 eV
LUMO: 1.0 eV
charge: 0
molar mass: 111.1 g/mol
electronic energy: -360.01995 Ha

***

Entry from the Open Molecules 2025 dataset: a single C5H9N3 molecule in a non-equilibrium geometry (ωB97M-V/def2-TZVPD).

Each line ends with the Mulliken charge.
Cartesian coordinates (Å):
C1 1.374 0.963 -0.708  -1.303
C2 0.633 -0.369 -0.368  0.218
C3 1.094 -0.911 0.958  -1.181
N1 -0.822 -0.085 -0.265  0.064
C4 -1.382 0.858 0.585  0.078
N2 -2.652 0.700 0.584  -0.459
N3 -2.989 -0.329 -0.247  -0.466
C5 -1.901 -0.754 -0.785  -0.019
H1 1.359 1.814 0.054  0.287
H2 2.400 0.759 -0.887  0.425
H3 1.025 1.485 -1.617  0.374
H4 0.745 -1.049 -1.169  0.324
H5 1.132 -0.027 1.627  0.306
H6 0.430 -1.737 1.489  0.287
H7 2.109 -1.320 1.028  0.374
H8 -0.752 1.618 1.125  0.306
H9 -1.803 -1.616 -1.406  0.384

frontier orbital gap: 10.4 eV
LUMO: 0.7 eV
charge: 0
molar mass: 111.1 g/mol
electronic energy: -360.15190 Ha

***

Entry from the Open Molecules 2025 dataset: a gas-phase ion, C5H9N3 (charge +2) in a non-equilibrium geometry (ωB97M-V/def2-TZVPD).

Each line ends with the Mulliken charge.
Cartesian coordinates (Å):
C1 -1.955 -0.084 0.375  0.517
C2 0.214 -1.004 0.321  0.521
C3 -2.980 0.560 -0.215  -0.915
C4 2.519 0.208 -0.122  -0.365
C5 1.610 1.187 0.657  -0.376
N1 -1.041 -0.706 0.747  -0.143
N2 0.411 -2.244 -0.038  -0.187
N3 1.135 -0.078 0.225  0.082
H1 -3.930 0.505 0.295  0.364
H2 -2.803 1.720 -0.094  0.327
H3 -3.225 0.006 -1.270  0.313
H4 2.810 0.219 -1.128  0.331
H5 3.359 -0.453 0.393  0.323
H6 1.972 1.387 1.736  0.303
H7 1.371 1.980 0.032  0.330
H8 1.152 -2.392 -0.695  0.271
H9 -0.103 -3.009 0.380  0.304

2S+1: 3
frontier orbital gap (spin up / spin down): 7.0 / 7.7 eV
LUMO (spin up / spin down): -8.4 / -13.1 eV
charge: +2
molar mass: 111.1 g/mol
electronic energy: -359.24979 Ha

***

Entry from the Open Molecules 2025 dataset: a molecular structure, C5H9N3O in a non-equilibrium geometry (ωB97M-V/def2-TZVPD).

Each line ends with the Mulliken charge.
Cartesian coordinates (Å):
C1 0.083 -0.221 -0.402  0.298
C2 1.618 0.003 -0.206  -0.537
C3 1.236 -0.316 1.249  -0.166
C4 0.238 -1.384 0.629  -0.536
C5 -0.433 0.796 0.588  0.135
H1 -0.422 -1.162 -2.084  0.300
H2 -0.239 0.457 -2.269  0.250
H3 2.170 -0.819 -0.688  0.294
H4 2.018 0.979 -0.502  0.334
H5 1.934 -0.606 2.053  0.420
H6 -0.628 -1.736 1.266  0.264
H7 0.722 -2.279 0.224  0.329
H8 -1.657 2.235 1.137  0.361
H9 -2.330 0.687 -1.056  0.383
N1 -0.643 -0.278 -1.653  -0.731
N2 0.318 0.770 1.627  -0.763
N3 -1.381 1.736 0.284  -0.184
O1 -2.604 1.139 -0.197  -0.451

frontier orbital gap: 9.5 eV
LUMO: 0.8 eV
charge: 0
molar mass: 127.1 g/mol
electronic energy: -435.31553 Ha